Formula: C7H6N4
Source: the Open Molecules 2025 dataset
Level of theory: wB97M-V/def2-TZVPD

Spin multiplicity: 1
DFT total energy in hartree: -489.1011
Energy above the lowest of the compared OMol25 structures with the same formula, charge and spin in kJ/mol: 673.0

Atoms and positions in Å:
C -2.697 0.742 -0.377
C 0.369 -3.116 0.701
C 0.587 -2.164 -0.235
C 0.215 -1.246 1.681
C -1.371 0.916 -0.382
C -0.066 1.235 -0.397
C 0.513 2.590 -0.562
N -3.879 0.676 -0.352
N 0.021 -2.477 1.893
N 0.595 -0.964 0.426
N 0.950 0.313 -0.076
H 0.326 -4.267 0.580
H 0.858 -2.055 -1.235
H 1.046 2.667 -1.660
H 1.264 2.880 0.089
H -0.332 3.371 -0.491
H 1.601 0.900 0.399